No. 1
Formula: C19H20N2O5S2
Source: the Open Molecules 2025 dataset
Level of theory: ωB97M-V/def2-TZVPD

Structure (XYZ):
```
48
Properties=species:S:1:pos:R:3
C -1.139 -5.183 6.695
C 0.201 -4.580 6.287
C 0.573 -3.560 7.367
O 1.260 -5.524 6.474
C 0.198 -4.058 4.898
C 0.158 -3.576 3.783
C -0.083 -2.820 2.585
C -0.940 -3.253 1.515
C -1.081 -2.488 0.307
C -0.475 -1.305 0.231
C -0.945 -0.371 -0.851
C -0.262 0.760 -1.292
S -0.905 1.770 -2.701
O -1.343 3.145 -2.261
O -1.901 0.899 -3.374
N 0.470 2.040 -3.550
C 0.343 2.902 -4.656
C -0.158 2.423 -5.871
C -0.281 3.226 -7.030
C 0.293 4.531 -7.020
C 0.838 5.033 -5.793
C 0.749 4.252 -4.672
S 1.429 4.989 -3.089
N 0.008 5.518 -2.415
O 2.280 6.148 -3.454
O 1.986 3.987 -2.179
C 0.483 -0.967 1.213
C 0.716 -1.731 2.352
H -0.967 -5.643 7.683
H -1.960 -4.403 6.800
H -1.377 -6.048 6.139
H -0.077 -2.740 7.240
H 1.643 -3.317 7.248
H 0.423 -4.042 8.392
H 1.187 -6.173 5.730
H -1.561 -4.159 1.666
H -1.683 -2.890 -0.480
H -1.972 -0.529 -1.138
H 0.740 0.766 -0.845
H 1.074 2.358 -2.877
H -0.610 1.353 -6.044
H -0.659 2.912 -7.977
H 0.440 5.085 -7.939
H 1.228 6.039 -5.938
H -0.464 4.659 -2.241
H -0.496 6.121 -3.135
H 1.015 0.022 1.232
H 1.605 -1.579 2.986
```

Output
- Kohn-Sham gap: 8.45 eV
- SMILES: CC(C)(O)C#Cc1ccc(/C=C/S(=O)(=O)Nc2ccccc2S(N)(=O)=O)cc1
- Energy relative to the best compared isomer or geometry (same formula, charge and spin): 503.9 kJ/mol
- Multiplicity: 1

---

No. 2
Formula: C19H20N2O7Tc
Source: the Open Molecules 2025 dataset
Level of theory: ωB97M-V/def2-TZVPD

Structure (XYZ):
```
49
Properties=species:S:1:pos:R:3
Tc -0.533 0.689 0.551
O 4.582 1.753 3.658
C 3.512 1.568 2.910
C 3.561 1.089 1.586
C 2.384 0.919 0.927
N 1.216 1.200 1.511
C 1.157 1.706 2.749
C 2.277 1.898 3.495
C -0.261 2.028 3.107
O -0.655 2.456 4.128
O -1.066 1.756 2.007
C 2.134 0.404 -0.459
O 2.940 -0.182 -1.125
O 0.868 0.642 -0.841
H 5.408 1.529 3.214
H 4.500 0.861 1.093
H 2.222 2.300 4.499
C -1.741 2.987 -2.168
C -2.395 2.399 -0.946
C -2.996 3.205 0.021
C -3.686 2.654 1.095
C -3.776 1.278 1.255
C -3.167 0.445 0.334
C -2.483 1.000 -0.777
H -2.504 3.191 -2.922
H -1.018 2.304 -2.612
H -1.254 3.936 -1.948
H -2.952 4.283 -0.095
H -4.154 3.307 1.823
H -4.330 0.859 2.086
H -3.331 -0.624 0.389
H -2.241 0.361 -1.622
O 1.008 -1.761 1.152
C 0.238 -2.032 0.245
O -0.729 -1.252 -0.153
C 0.492 -3.281 -0.598
N 1.616 -2.962 -1.587
C 1.021 -3.032 -2.972
C -0.017 -4.131 -2.821
C -0.665 -3.794 -1.469
H 0.865 -4.026 0.093
H 2.338 -3.675 -1.499
H 2.077 -2.069 -1.400
H 1.803 -3.219 -3.702
H 0.556 -2.069 -3.176
H 0.466 -5.111 -2.794
H -0.731 -4.132 -3.641
H -1.152 -4.649 -1.007
H -1.402 -3.005 -1.595
```

Output
- Kohn-Sham gap (alpha / beta): 7.32 / 7.28 eV
- <S²>: 3.78
- Charge: +2
- Energy relative to the best compared isomer or geometry (same formula, charge and spin): 21.1 kJ/mol
- Multiplicity: 4

---

No. 3
Formula: C19H20N2OS2
Source: the Open Molecules 2025 dataset
Level of theory: ωB97M-V/def2-TZVPD

Structure (XYZ):
```
44
Properties=species:S:1:pos:R:3
C 1.673 -2.301 -4.700
C 0.592 -1.843 -3.769
C 0.714 -2.018 -2.396
C -0.284 -1.618 -1.530
C -1.434 -1.010 -2.026
N -2.479 -0.588 -1.193
C -2.482 -0.418 0.165
S -3.866 -0.859 0.969
N -1.412 0.141 0.781
C -0.537 1.061 0.076
C 0.904 0.929 0.446
C 1.859 1.892 0.597
C 3.061 1.212 0.907
C 2.747 -0.109 0.921
O 1.446 -0.290 0.636
C -1.403 0.113 2.254
C -0.930 -1.263 2.721
C -0.601 1.219 2.853
C -0.901 2.549 2.859
C 0.060 3.333 3.532
C 1.070 2.588 4.045
S 0.870 0.915 3.718
C -1.576 -0.851 -3.403
C -0.573 -1.263 -4.257
H 1.644 -1.745 -5.633
H 1.542 -3.359 -4.932
H 2.653 -2.178 -4.244
H 1.603 -2.483 -1.995
H -0.177 -1.781 -0.470
H -3.408 -0.771 -1.554
H -0.838 2.096 0.287
H -0.651 0.895 -0.997
H 1.720 2.950 0.510
H 4.019 1.651 1.097
H 3.331 -0.986 1.117
H -2.451 0.245 2.569
H -0.968 -1.319 3.806
H 0.089 -1.447 2.391
H -1.582 -2.031 2.313
H -1.789 2.955 2.407
H -0.005 4.402 3.633
H 1.923 2.913 4.606
H -2.477 -0.401 -3.795
H -0.697 -1.130 -5.322
```

Output
- Kohn-Sham gap: 8.57 eV
- SMILES: Cc1ccc(NC(=S)N(Cc2ccco2)[C@@H](C)c2cccs2)cc1
- Energy relative to the best compared isomer or geometry (same formula, charge and spin): 60.0 kJ/mol
- Multiplicity: 1

---

No. 4
Formula: C19H20N4
Source: the Open Molecules 2025 dataset
Level of theory: ωB97M-V/def2-TZVPD

Structure (XYZ):
```
43
Properties=species:S:1:pos:R:3
C -0.445 -0.477 -1.152
C -1.662 0.156 -1.096
N -2.858 -0.406 -0.851
C -3.030 -1.826 -0.613
C -4.543 -1.962 -0.427
C -5.174 -0.589 -0.697
C -4.037 0.422 -0.698
C 0.731 0.384 -0.688
C 2.018 -0.372 -1.207
C 2.924 0.163 -2.163
C 4.141 -0.475 -2.504
C 4.466 -1.715 -1.933
C 3.537 -2.315 -1.075
C 2.319 -1.668 -0.774
N 0.343 1.014 0.549
N -0.903 0.922 1.084
N -0.850 1.169 2.427
C 0.432 1.604 2.735
C 1.042 1.835 3.981
C 2.358 2.336 3.925
C 3.003 2.526 2.667
C 2.407 2.190 1.443
C 1.154 1.653 1.545
H -0.372 -1.612 -1.217
H -1.681 1.256 -1.173
H -2.463 -2.141 0.283
H -2.657 -2.433 -1.455
H -4.732 -2.289 0.593
H -4.930 -2.714 -1.109
H -5.666 -0.580 -1.672
H -5.904 -0.329 0.067
H -4.107 1.164 -1.512
H -3.964 0.969 0.260
H 0.720 1.350 -1.282
H 2.692 1.101 -2.667
H 4.814 -0.057 -3.296
H 5.377 -2.282 -2.276
H 3.733 -3.355 -0.724
H 1.593 -2.226 -0.185
H 0.543 1.599 4.937
H 2.908 2.581 4.839
H 3.988 3.002 2.653
H 2.735 2.429 0.455
```

Output
- Kohn-Sham gap: 7.69 eV
- SMILES: C(=C\N1CCCC1)/[C@H](c1ccccc1)n1nnc2ccccc21
- Energy relative to the best compared isomer or geometry (same formula, charge and spin): 514.0 kJ/mol
- Multiplicity: 1

---

No. 5
Formula: C19H20N4O4S
Source: the Open Molecules 2025 dataset
Level of theory: ωB97M-V/def2-TZVPD

Structure (XYZ):
```
48
Properties=species:S:1:pos:R:3
C 1.166 4.425 2.254
C 2.004 3.812 1.136
N 1.520 2.533 0.652
C 1.626 1.381 1.515
C 0.391 1.034 2.379
N -0.613 0.289 1.672
C -0.457 -0.946 1.173
C 0.645 -1.768 1.406
C 0.757 -2.985 0.764
C -0.208 -3.449 -0.117
N 0.077 -4.646 -0.819
O 0.986 -5.347 -0.403
O -0.568 -4.916 -1.821
C -1.414 -2.711 -0.297
C -2.538 -3.139 -1.033
C -3.650 -2.337 -1.102
C -3.638 -1.105 -0.437
N -2.620 -0.689 0.268
C -1.527 -1.459 0.360
S 0.230 2.635 -0.418
O -1.038 2.618 0.268
O 0.493 3.762 -1.261
C 0.381 1.136 -1.386
C 1.626 0.613 -1.679
C 1.711 -0.548 -2.431
C 0.557 -1.152 -2.907
C -0.683 -0.590 -2.649
C -0.773 0.558 -1.878
H 1.509 5.437 2.453
H 0.124 4.465 1.947
H 1.250 3.847 3.172
H 1.990 4.470 0.266
H 3.042 3.680 1.459
H 2.481 1.553 2.173
H 1.849 0.514 0.885
H 0.731 0.447 3.239
H -0.078 1.948 2.740
H -1.389 0.814 1.281
H 1.433 -1.452 2.071
H 1.636 -3.595 0.915
H -2.518 -4.091 -1.539
H -4.523 -2.649 -1.653
H -4.492 -0.441 -0.472
H 2.511 1.118 -1.324
H 2.676 -0.978 -2.651
H 0.623 -2.059 -3.489
H -1.577 -1.048 -3.042
H -1.722 1.011 -1.642
```

Output
- Kohn-Sham gap: 7.48 eV
- SMILES: CCN(CCNc1ccc([N+](=O)[O-])c2cccnc12)S(=O)(=O)c1ccccc1
- Energy relative to the best compared isomer or geometry (same formula, charge and spin): 362.1 kJ/mol
- Multiplicity: 1

---

No. 6
Formula: C19H20N6O4PPr
Source: the Open Molecules 2025 dataset
Level of theory: ωB97M-V/def2-TZVPD

Structure (XYZ):
```
51
Properties=species:S:1:pos:R:3
Pr 0.306 0.134 0.213
C -0.022 -2.065 1.771
C 1.370 -1.837 1.756
C 1.844 -2.145 0.467
C 0.745 -2.557 -0.319
C -0.408 -2.515 0.488
H -0.681 -1.876 2.607
H 1.945 -1.408 2.563
H 2.865 -2.039 0.126
H 0.780 -2.800 -1.372
H -1.419 -2.730 0.171
C -2.300 4.700 -0.604
N -2.394 3.337 -0.093
C -3.102 2.969 1.018
C -2.812 1.658 1.248
N -1.937 1.220 0.294
C -1.695 2.255 -0.504
P -0.643 2.400 -2.022
C -1.266 0.843 -2.749
N -1.096 -0.302 -2.112
C -1.668 -1.268 -2.890
C -2.197 -0.691 -4.008
N -1.933 0.652 -3.912
C -2.322 1.669 -4.871
C 1.131 1.849 -2.078
N 1.689 0.689 -1.764
C 3.032 0.818 -1.998
C 3.276 2.072 -2.473
N 2.067 2.714 -2.523
C 1.882 4.137 -2.763
H -3.052 5.293 -0.091
H -2.501 4.713 -1.673
H -1.307 5.086 -0.373
H -3.727 3.672 1.538
H -3.162 1.022 2.042
H -1.671 -2.307 -2.608
H -2.726 -1.095 -4.852
H -2.801 1.178 -5.714
H -1.447 2.210 -5.227
H -3.025 2.369 -4.421
H 3.720 0.011 -1.820
H 4.179 2.563 -2.787
H 2.848 4.562 -3.022
H 1.505 4.597 -1.850
H 1.187 4.299 -3.585
O 1.308 3.057 3.408
C 1.007 2.621 2.325
O 0.999 1.351 1.998
C 0.570 3.544 1.141
O 0.142 4.671 1.345
O 0.685 2.977 -0.008
```

Output
- Kohn-Sham gap (alpha / beta): 8.13 / 8.13 eV
- <S²>: 2.00
- Energy relative to the best compared isomer or geometry (same formula, charge and spin): 92.9 kJ/mol
- Multiplicity: 3

---

No. 7
Formula: C19H21BBrFN3O4S
Source: the Open Molecules 2025 dataset
Level of theory: ωB97M-V/def2-TZVPD

Structure (XYZ):
```
51
Properties=species:S:1:pos:R:3
O 0.285 -2.816 0.930
C 0.431 -2.434 -0.189
C -0.724 -2.234 -1.137
C -2.072 -1.931 -0.474
B -2.434 -0.397 -0.153
O -3.826 -0.321 0.264
Br -1.310 0.461 1.312
S -2.319 0.760 -1.728
O -1.005 0.853 -2.312
O -2.911 2.038 -1.420
F -3.309 0.100 -2.810
N 1.764 -2.176 -0.700
C 2.067 -0.757 -0.553
C 2.103 0.097 -1.648
C 2.363 1.440 -1.414
C 2.557 1.906 -0.134
C 2.541 1.017 0.941
C 2.304 -0.331 0.740
H -0.809 -3.215 -1.625
H -0.472 -1.532 -1.929
H -2.842 -2.264 -1.175
H -2.202 -2.516 0.431
H -3.871 0.155 1.095
H 1.684 -2.325 -1.704
H 1.902 -0.258 -2.647
H 2.357 2.114 -2.257
H 2.706 2.963 0.025
H 2.677 1.353 1.959
H 2.279 -1.002 1.580
N 6.390 -0.639 -0.244
C 7.086 -0.154 0.783
C 7.702 -0.944 1.741
C 7.585 -2.321 1.635
C 6.860 -2.846 0.579
C 6.290 -1.963 -0.325
H 7.148 0.928 0.835
H 8.256 -0.489 2.552
H 8.049 -2.972 2.366
H 6.736 -3.913 0.457
H 5.716 -2.331 -1.169
N -5.867 3.686 0.702
C -7.052 3.969 1.241
C -8.124 3.091 1.255
C -7.957 1.845 0.670
C -6.734 1.533 0.104
C -5.719 2.482 0.143
H -7.140 4.955 1.686
H -9.063 3.377 1.712
H -8.770 1.128 0.660
H -6.555 0.572 -0.360
H -4.750 2.258 -0.293
```

Output
- Kohn-Sham gap: 8.41 eV
- Charge: -1
- Multiplicity: 1

---

No. 8
Formula: C19H21BrCuN2O4S5
Source: the Open Molecules 2025 dataset
Level of theory: ωB97M-V/def2-TZVPD

Structure (XYZ):
```
53
Properties=species:S:1:pos:R:3
Cu 0.837 0.781 -0.432
S 0.951 2.483 1.110
S -1.016 2.273 1.663
S -1.123 0.296 2.249
S -0.720 -0.802 0.538
C -3.509 5.588 -2.407
C -2.845 4.387 -3.068
C -2.969 3.139 -2.201
N -2.297 1.998 -2.808
C -2.757 1.283 -3.809
S -1.834 0.325 -4.819
N -4.141 1.378 -4.122
C -5.299 1.191 -3.393
O -6.368 1.250 -3.982
C -5.247 0.923 -1.926
C -4.252 0.160 -1.325
C -4.269 -0.034 0.049
C -5.272 0.537 0.817
C -6.282 1.279 0.216
C -6.275 1.464 -1.156
H -3.422 6.486 -3.021
H -3.051 5.800 -1.438
H -4.572 5.402 -2.235
H -1.788 4.589 -3.254
H -3.305 4.187 -4.041
H -4.016 2.943 -1.985
H -2.475 3.296 -1.239
H -1.281 1.915 -2.463
H -4.305 1.197 -5.102
H -3.452 -0.282 -1.905
H -3.471 -0.598 0.512
H -5.253 0.408 1.892
H -7.068 1.722 0.817
H -7.051 2.034 -1.651
Br 8.094 -3.504 -0.869
C 6.918 -2.142 -0.216
C 7.347 -1.340 0.828
C 6.486 -0.355 1.296
C 5.234 -0.182 0.723
C 4.824 -0.997 -0.325
C 5.675 -1.990 -0.798
C 3.440 -0.825 -0.965
O 3.115 -1.633 -1.833
O 2.802 0.173 -0.520
H 8.326 -1.485 1.265
H 6.800 0.279 2.117
H 4.547 0.577 1.072
H 5.332 -2.619 -1.607
C 1.065 2.462 -2.605
O 0.098 1.764 -1.877
H 0.585 3.184 -3.287
H 1.682 1.793 -3.220
H 1.736 3.033 -1.948
```

Output
- Kohn-Sham gap (alpha / beta): 5.40 / 5.33 eV
- <S²>: 0.75
- Charge: -2
- Energy relative to the best compared isomer or geometry (same formula, charge and spin): 0.0 kJ/mol
- Multiplicity: 2

---

no.,E_tot (eV)
1,-54910.2335
2,-39524.9674
3,-46725.3803
4,-25983.9875
5,-45010.5898
6,-60518.8658
7,-116980.3780
8,-200077.1303